Entry 1:
108
Properties=species:S:1:pos:R:3:nbo_charge:R:1 method="wB97M-V/def2-TZVPD" e_homo_ev=-1.14 orbital_gap_ev=4.5 total_charge=-2
Rb -1.448 -0.514 -0.596 0.876
As 2.445 -0.167 0.420 1.016
S -4.600 -1.812 -2.006 -0.542
S -6.801 -7.192 -1.243 -0.299
S -5.999 -4.417 -2.050 0.462
S -3.047 -3.229 0.919 -0.491
S -4.197 1.329 1.622 -0.425
S -4.772 -5.536 0.220 0.469
N -0.645 2.361 -1.345 -0.633
N -1.895 0.132 -3.667 -0.436
N -6.669 0.406 0.916 -0.375
N -3.484 1.462 -1.839 -0.643
N 0.837 -0.006 1.194 -1.114
N 0.656 0.102 -2.739 -0.644
N -5.287 -1.176 1.387 -0.552
C 4.609 -2.891 3.059 -0.259
C 0.913 1.493 -3.062 -0.224
C 1.589 0.274 3.541 -0.350
C -1.633 3.105 -2.100 -0.219
C 3.210 2.673 1.156 0.003
C 3.107 -4.093 1.678 -0.227
C -7.205 1.728 0.710 -0.394
C -2.356 0.162 -6.383 -0.168
C 3.638 1.416 0.703 -0.347
C -1.027 -0.071 4.355 -0.187
C -3.028 0.632 -4.139 0.258
C 1.696 -3.046 -0.065 -0.645
C -3.299 0.665 -5.508 -0.270
C -7.351 -0.797 0.757 -0.103
C 4.050 -4.100 2.700 -0.022
C 2.720 -2.923 1.043 0.012
C -3.049 2.821 -1.606 -0.219
C -4.816 -3.373 -1.278 -0.411
C -4.231 -3.913 -0.172 -0.434
C 4.979 -0.466 2.956 -0.666
C 4.245 -1.686 2.448 0.091
C -6.472 -1.780 1.040 -0.039
C -4.035 1.163 -3.136 -0.274
C -5.928 -5.772 -1.013 -0.586
C -5.386 0.162 1.290 0.272
C -1.155 -0.324 -5.883 -0.283
C 0.342 -0.747 -3.869 -0.246
C 1.821 2.944 1.682 -0.668
C 4.096 3.751 1.124 -0.227
C 4.429 -5.382 3.393 -0.621
C 3.281 -1.682 1.436 -0.357
C -0.707 -0.156 3.015 -0.279
C 0.712 2.407 -1.856 -0.217
C 4.930 1.307 0.152 -0.004
C 5.389 3.640 0.641 -0.032
C 1.261 0.347 4.888 -0.198
C 0.620 0.024 2.548 0.268
C -0.047 0.179 5.317 -0.314
C 5.432 0.017 -0.445 -0.646
C 5.784 2.405 0.143 -0.238
C 6.321 4.823 0.627 -0.620
C -0.965 -0.309 -4.509 0.226
H 1.025 3.428 -2.141 0.152
H 3.747 4.714 1.491 0.192
H -7.121 2.319 1.621 0.212
H -0.375 -0.687 -6.542 0.204
H 2.647 -5.027 1.370 0.198
H -4.397 -1.701 1.499 0.458
H 5.237 -5.217 4.108 0.202
H -1.555 2.813 -3.151 0.186
H -6.558 -2.851 0.987 0.243
H 1.793 2.873 2.772 0.235
H -4.061 1.108 -1.087 0.410
H -3.727 3.555 -2.077 0.147
H -8.251 1.634 0.422 0.193
H -4.528 2.043 -3.585 0.157
H 0.794 -2.476 0.156 0.245
H 6.035 -0.512 2.670 0.205
H 5.349 -2.863 3.855 0.185
H 6.782 2.291 -0.271 0.187
H -3.094 2.998 -0.528 0.218
H 1.925 1.660 -3.467 0.162
H 1.514 3.955 1.403 0.198
H 2.093 -2.668 -1.010 0.211
H 4.758 -6.139 2.677 0.206
H 4.584 0.469 2.577 0.238
H 0.217 1.789 -3.852 0.189
H -6.650 2.242 -0.074 0.217
H -8.373 -0.834 0.424 0.210
H 7.302 4.543 0.241 0.203
H -1.457 4.197 -2.065 0.147
H 6.429 0.155 -0.868 0.199
H 5.932 5.629 0.000 0.208
H -1.495 -0.368 2.302 0.211
H -0.666 2.617 -0.365 0.370
H -4.235 1.077 -5.865 0.206
H 2.048 0.545 5.611 0.184
H 6.460 5.232 1.631 0.208
H 2.612 0.443 3.237 0.189
H 1.093 2.223 1.309 0.264
H 5.479 -0.791 0.289 0.232
H -4.802 0.393 -3.022 0.265
H -0.303 0.239 6.368 0.188
H -2.062 -0.207 4.649 0.205
H 1.381 2.087 -1.056 0.216
H 1.392 -0.278 -2.153 0.393
H 4.767 -0.333 -1.240 0.227
H -2.543 0.167 -7.451 0.200
H 1.122 -0.762 -4.649 0.154
H 1.409 -4.088 -0.200 0.214
H 4.936 -0.436 4.047 0.213
H 0.232 -1.773 -3.503 0.219
H 3.579 -5.799 3.937 0.216

Entry 2:
122
Properties=species:S:1:pos:R:3:mulliken_charge:R:1 method="wB97M-V/def2-TZVPD" e_homo_ev="-8.48 / -8.48" multiplicity=2 orbital_gap_ev="7.8 / 5.5"
Tl 0.749 -1.136 0.996 3.385
Sb 1.401 3.088 2.747 1.933
Cl -7.446 1.734 -0.223 -0.217
S 0.320 2.248 -0.705 1.995
F -2.031 -6.002 0.876 -0.295
F 1.363 1.284 2.110 0.140
F 1.755 3.541 0.878 -0.613
F -0.557 -6.000 2.459 -0.227
F 3.240 2.808 3.081 -0.560
F 1.612 4.912 3.167 -0.532
F 0.955 2.511 4.475 -0.562
F -2.658 -6.029 2.952 -0.293
F -0.414 3.434 2.341 -0.663
O -0.648 -3.428 1.960 -0.185
O -0.809 1.013 0.563 0.056
O -1.449 -1.093 0.465 -1.107
O -2.917 -3.441 2.146 -0.689
O -0.512 1.432 -1.835 0.337
O -3.603 -1.253 -3.551 -0.628
N 0.855 -0.473 -1.281 0.550
N 1.747 -3.190 0.800 0.625
N -3.086 0.898 -3.083 0.180
N 3.170 -0.579 1.146 0.695
N 2.459 -3.433 1.931 0.454
N -1.502 -0.565 -4.070 0.182
N 1.701 -1.847 3.764 0.245
N 0.603 -1.299 3.195 0.592
N 3.634 -1.238 2.237 -0.276
C 4.658 2.592 0.049 -1.588
C -2.624 2.176 -3.468 0.215
C -5.786 1.280 -0.014 -0.048
C -3.145 0.553 0.318 1.562
C -3.466 1.837 -0.109 -0.510
C 4.146 0.272 0.778 -0.378
C 1.520 -4.368 0.204 -0.154
C -1.713 0.155 0.476 -0.036
C 4.863 -0.815 2.550 -0.700
C 2.704 -4.743 2.026 -0.141
C -1.758 -5.505 2.109 0.633
C -0.936 3.451 -0.291 -1.635
C -5.480 0.003 0.432 -1.135
C -0.345 -1.169 4.127 -0.854
C 4.106 1.223 -0.376 2.886
C -0.316 -0.360 -3.435 -0.006
C 4.958 0.717 -1.549 -1.688
C -3.191 3.267 -2.815 -0.872
C 2.138 -5.377 0.944 -1.823
C -2.826 4.561 -3.142 -0.529
C -4.789 2.206 -0.286 -1.227
C -2.728 -1.288 4.839 -2.092
C -1.486 6.222 -4.491 -1.724
C -1.811 0.840 3.865 -1.456
C 5.236 0.144 1.643 -1.354
C 1.942 -0.772 -1.935 -0.657
C -1.343 3.719 -4.798 -1.091
C -1.883 4.814 -4.134 0.899
C 1.461 -2.038 5.066 -0.542
C -2.802 -0.351 -3.551 0.094
C -4.153 -0.367 0.593 -0.729
C -1.734 -0.692 3.844 3.496
C -1.708 2.417 -4.488 -0.365
C -0.317 -0.017 -1.974 -0.966
C -1.788 -3.917 2.078 -0.004
C 2.043 -0.737 -3.343 -2.088
C 0.880 -0.595 -4.084 -1.113
C -0.377 -3.650 -1.355 -0.794
C 1.260 3.272 -1.852 -1.516
C 0.765 -4.624 -1.072 0.722
C 1.749 -4.685 -2.248 -1.570
C 0.181 -1.614 5.345 -1.421
B 2.908 -2.372 2.967 -0.506
H -3.895 -1.358 0.949 0.607
H 2.524 -5.430 -2.066 0.453
H -3.282 5.390 -2.615 0.436
H -0.460 6.259 -4.854 0.379
H 1.799 4.014 -1.266 0.463
H -1.336 3.195 0.689 0.398
H 3.067 1.321 -0.678 -1.269
H -2.580 -0.870 5.838 0.437
H -0.901 -3.373 -0.441 -0.235
H -1.159 1.277 3.113 0.110
H -3.946 0.906 -2.553 0.146
H -0.002 -2.744 -1.830 -0.215
H 4.233 2.926 0.988 0.168
H -2.834 1.162 3.658 0.397
H 1.228 -4.950 -3.171 0.418
H -0.625 3.882 -5.594 0.404
H -1.514 1.224 4.842 0.406
H -6.278 -0.691 0.654 0.514
H 5.970 0.506 -1.202 0.414
H -1.201 -0.463 -1.515 0.688
H -3.743 -1.051 4.521 0.443
H 6.166 0.683 1.604 0.536
H -0.321 -1.638 6.296 0.514
H -1.581 6.886 -3.634 0.383
H -2.671 2.549 -0.290 0.064
H -2.131 6.605 -5.285 0.368
H -5.054 3.203 -0.612 0.788
H 5.741 2.529 0.160 0.508
H -1.495 -1.273 -4.793 0.376
H -2.002 -1.061 2.854 -1.250
H 2.206 -2.471 5.711 0.591
H -1.279 1.605 -5.054 0.507
H 3.675 -2.879 3.730 -0.195
H 0.557 3.734 -2.544 0.236
H -2.636 -2.373 4.884 0.385
H -1.688 3.411 -1.078 -0.046
H 0.329 -5.618 -0.950 0.619
H 2.140 -6.433 0.736 0.558
H 2.779 -1.091 -1.319 1.305
H 2.233 -3.717 -2.390 0.156
H 1.958 2.636 -2.394 0.239
H 2.988 -0.916 -3.834 0.626
H -1.105 -4.104 -2.028 0.732
H 4.565 -0.193 -2.003 0.360
H 3.270 -5.140 2.851 0.540
H 5.022 1.489 -2.321 0.406
H 0.890 -0.767 -5.154 0.607
H -3.936 3.096 -2.044 0.923
H 5.385 -1.216 3.402 0.562
H 4.445 3.342 -0.715 0.394
H -0.459 4.425 -0.239 0.930

Energy above the lowest of the compared OMol25 structures with the same formula, charge and spin values (in kJ/mol) by entry order: 2.1; 79.7.